[1]
Molecular formula: C6H22HgO8
Method: DFT, ωB97M-V/def2-TZVPD

Calculated values
LUMO   0.24 eV
HOMO   -9.60 eV
Calculated total energy   -997.022507 hartree
Net charge   0

Atoms and positions in Å:
Hg (5.487326, -9.676826, 1.721683)
O (3.543000, -9.925271, 2.157908)
H (3.259904, -9.021589, 2.391084)
O (7.302099, -9.049621, 1.483585)
H (7.771345, -9.860054, 1.281550)
C (3.982850, -13.004728, 1.180510)
C (4.399533, -14.443374, 0.796138)
O (5.816293, -14.573388, 0.764766)
O (4.062215, -12.750316, 2.549926)
H (2.929335, -12.940119, 0.794414)
H (4.523720, -12.219848, 0.600823)
H (4.005883, -14.711223, -0.188318)
H (4.032649, -15.088514, 1.588726)
H (5.813995, -15.526707, 0.614353)
H (3.530252, -11.897892, 2.703480)
C (6.111243, -14.356790, 4.568352)
C (6.771471, -15.616241, 5.179156)
O (6.334345, -16.049241, 6.417292)
O (4.762990, -14.581455, 4.535624)
H (6.573320, -14.201953, 3.591645)
H (6.335597, -13.450796, 5.260104)
H (7.801271, -15.284527, 5.301414)
H (6.729122, -16.453360, 4.393961)
H (5.409711, -16.239197, 6.304224)
H (4.241571, -14.158081, 3.793594)
C (8.878478, -12.389674, 2.454912)
O (7.532118, -11.886454, 2.172670)
H (8.850179, -13.056382, 3.259814)
H (9.302656, -12.771282, 1.525527)
H (9.410818, -11.512326, 2.757336)
H (6.952841, -12.667115, 2.053417)
C (5.640392, -9.841029, 5.027132)
O (5.236696, -8.595908, 4.434647)
H (4.997424, -10.674955, 4.678352)
H (6.687676, -10.015447, 4.719133)
H (5.693863, -9.760172, 6.090927)
H (4.386565, -8.358413, 4.833453)

Atoms 1-6, force components in eV/Å:
-0.9 0.5 0.6
-0.1 0.1 -0.1
0.0 -0.7 -0.1
0.5 0.1 -0.4
0.5 -0.2 0.0
-1.1 -0.3 -2.2


[2]
Molecular formula: C6H22N4O5
Method: DFT, ωB97M-V/def2-TZVPD

Calculated values
LUMO   0.27 eV
SMILES string   NC(N)=O.NC(N)=O.CCO.CO.CO
HOMO   -9.06 eV
Calculated total energy   -836.946077 hartree
Net charge   0
Energy above the lowest of the compared OMol25 structures with the same formula, charge and spin   3.9 kcal per mole

Atoms and positions in Å:
C (-2.520407, 2.242111, 1.092620)
C (-3.283593, 2.373198, -0.180731)
O (-3.306002, 1.079589, -0.800841)
H (-3.038743, 1.532502, 1.799509)
H (-2.336157, 3.191577, 1.631379)
H (-1.492981, 1.842087, 0.820682)
H (-2.752503, 2.989406, -0.859539)
H (-4.250684, 2.903121, -0.007181)
H (-3.896798, 1.180604, -1.592006)
C (1.348886, -3.092724, 0.185686)
O (0.930116, -3.476541, 1.465245)
N (0.811825, -2.140825, -0.527626)
N (2.296507, -3.771905, -0.336977)
H (-0.081846, -1.756444, -0.174142)
H (1.217609, -2.012453, -1.487553)
H (2.840561, -4.402717, 0.346877)
H (2.819279, -3.667377, -1.173339)
C (2.569254, 0.848026, 0.732301)
O (1.479299, 1.268628, 1.458539)
N (3.609396, 1.571874, 0.499418)
N (2.664421, -0.376628, 0.275282)
H (3.669970, 2.471704, 0.923662)
H (4.361376, 1.421326, -0.248016)
H (1.762676, -0.932165, 0.142921)
H (3.295655, -0.841815, -0.352413)
C (-1.386711, -1.126304, 1.397705)
O (-1.770310, -1.172646, -0.004781)
H (-0.626270, -0.330952, 1.517432)
H (-1.025323, -2.156093, 1.614020)
H (-2.267534, -0.766762, 2.076107)
H (-2.364377, -0.457576, -0.265271)
C (-0.194158, 0.842369, -1.656274)
O (1.074402, 0.829320, -2.172518)
H (-0.738443, 0.044797, -2.182859)
H (-0.831712, 1.760601, -1.767553)
H (-0.097705, 0.636808, -0.580651)
H (1.511029, 1.452278, -1.609117)

Atoms 1-6, force components in eV/Å:
1.3 -0.9 1.0
-0.3 0.4 0.4
-1.9 0.5 -1.0
0.6 0.7 -0.7
-0.3 -0.4 -0.4
-1.1 0.3 0.6